# 1
Molecular formula: C6H9N
Method: DFT, ωB97M-V/def2-TZVPD

Last columns: bonded neighbours and bond lengths (Å).
Atoms and positions in Å:
1 H -1.67997 -2.16155 -0.82430  C6 1.097
2 N 2.54497 -0.98180 -0.28588  C7 1.159
3 H 0.12049 0.37125 2.97921  C9 1.088
4 H 0.89063 0.50908 -2.61682  C15 1.086
5 H -1.93192 -0.72154 0.16718  C6 1.096
6 C -1.18642 -1.26984 -0.41927  H1 1.097, H5 1.096, C14 1.494, H16 1.093
7 C 1.67748 -0.60171 -0.95440  N2 1.159, C15 1.436
8 H -1.41971 -0.00063 -2.21330  C14 1.089
9 C 0.57136 0.76936 2.07298  H3 1.088, C10 1.329, H13 1.087
10 C -0.04988 1.68000 1.33107  C9 1.329, H11 1.088, H12 1.088
11 H -1.03068 2.06673 1.59921  C10 1.088
12 H 0.39904 2.07956 0.42440  C10 1.088
13 H 1.55018 0.38154 1.80086  C9 1.087
14 C -0.67628 -0.41654 -1.53471  C6 1.494, H8 1.089, C15 1.338
15 C 0.60486 -0.12043 -1.77963  H4 1.086, C7 1.436, C14 1.338
16 H -0.38414 -1.58347 0.25338  C6 1.093

Computed properties:
- max |F| (Eh/bohr) = 0.02207
- SMILES = C/C=C\C#N.C=C
- ΔE to the lowest compared entry with this formula, charge and spin (kJ/mol) = 182.6
- 2S+1 = 1
- net charge = 0
- HOMO (eV) = -10.07
- LUMO level (eV) = 0.71
- gap between HOMO and LUMO (eV) = 10.772
- DFT total energy (hartree) = -288.71249

# 2
Molecular formula: C6H9N
Method: DFT, ωB97M-V/def2-TZVPD

Last columns: bonded neighbours and bond lengths (Å).
Atoms and positions in Å:
1 C 0.48357 -0.54723 -0.80765  C7 1.526, C11 1.467, H13 1.094, H16 1.098
2 C 3.01868 -0.05113 -0.12713  H3 1.068, C11 1.204
3 H 4.03646 0.14778 0.12703  C2 1.068
4 C -0.41826 1.38383 0.64627  C7 1.513, H10 1.096, H12 1.097, H14 1.095
5 N -1.87298 -0.60317 -0.04894  H6 1.017, C7 1.460, C15 1.466
6 H -2.58759 0.07575 0.20256  N5 1.017
7 C -0.54292 -0.05925 0.21049  C1 1.526, C4 1.513, N5 1.460, C15 1.481
8 H -0.81890 -2.07894 1.12808  C15 1.088
9 H -1.47233 -0.68461 2.11893  C15 1.089
10 H -1.16309 1.61913 1.41578  C4 1.096
11 C 1.87532 -0.28725 -0.42313  C1 1.467, C2 1.204
12 H -0.57007 2.06416 -0.20114  C4 1.097
13 H 0.34140 -1.62167 -0.95668  C1 1.094
14 H 0.57686 1.57611 1.06013  C4 1.095
15 C -1.14166 -1.04000 1.14417  N5 1.466, C7 1.481, H8 1.088, H9 1.089
16 H 0.27812 -0.07153 -1.77598  C1 1.098

Computed properties:
- max |F| (Eh/bohr) = 0.00927
- SMILES = C#CC[C@]1(C)CN1
- ΔE to the lowest compared entry with this formula, charge and spin (kJ/mol) = 275.6
- 2S+1 = 1
- net charge = 0
- HOMO (eV) = -9.54
- LUMO level (eV) = 1.03
- gap between HOMO and LUMO (eV) = 10.569
- DFT total energy (hartree) = -288.67709

# 3
Molecular formula: C6H9N
Method: DFT, ωB97M-V/def2-TZVPD

Last columns: bonded neighbours and bond lengths (Å).
Atoms and positions in Å:
1 H 1.19243 1.41779 0.53828  C13 1.092
2 H 1.63583 -0.38830 -1.44440  C14 1.081
3 H -1.54912 1.36425 -0.87376  C4 1.093
4 C -0.95839 1.33833 0.04548  H3 1.093, C9 1.451, C13 1.476, H16 1.081
5 H 0.44211 -2.12813 2.16176  C15 1.086
6 H -0.13254 -2.97731 0.73243  C15 1.082
7 H -0.02830 -0.24302 -2.15974  C14 1.103
8 C -0.59863 -0.91753 0.85865  C9 1.210, C15 1.426
9 C -1.20548 0.12761 0.80605  C4 1.451, C8 1.210
10 H 1.88888 1.84138 -1.45030  N11 1.011
11 N 0.90874 1.61172 -1.54400  H10 1.011, C13 1.377, C14 1.474
12 H -1.25841 -2.52171 1.98640  C15 1.090
13 C 0.48047 1.27809 -0.27824  H1 1.092, C4 1.476, N11 1.377, C14 1.628
14 C 0.70241 0.15619 -1.43661  H2 1.081, H7 1.103, N11 1.474, C13 1.628
15 C -0.37018 -2.19774 1.44482  H5 1.086, H6 1.082, C8 1.426, H12 1.090
16 H -1.14982 2.23838 0.61319  C4 1.081

Computed properties:
- max |F| (Eh/bohr) = 0.06124
- SMILES = CC#CC[C@H]1CN1
- ΔE to the lowest compared entry with this formula, charge and spin (kJ/mol) = 453.5
- 2S+1 = 1
- net charge = 0
- HOMO (eV) = -8.67
- LUMO level (eV) = 0.84
- gap between HOMO and LUMO (eV) = 9.512
- DFT total energy (hartree) = -288.60931

# 4
Molecular formula: C6H9N
Method: DFT, ωB97M-V/def2-TZVPD

Last columns: bonded neighbours and bond lengths (Å).
Atoms and positions in Å:
1 C 1.08172 0.86853 3.09172  H2 1.095, H6 1.095, C8 1.465, H9 1.095
2 H 1.29132 1.94137 3.02406  C1 1.095
3 H -1.21356 -1.49821 -0.18167  C16 1.097
4 C 0.47088 -0.76704 -2.17656  H5 1.088, C7 1.477, H11 1.088, N12 1.464
5 H 0.76701 -1.72985 -1.76626  C4 1.088
6 H 2.04042 0.34164 3.13878  C1 1.095
7 C -0.52592 0.05710 -1.46411  C4 1.477, N12 1.457, H14 1.090, C16 1.515
8 C 0.28978 0.41375 1.94678  C1 1.465, C13 1.206
9 H 0.55077 0.68700 4.03214  C1 1.095
10 H -0.99774 -0.09792 -3.46028  N12 1.016
11 H 1.25253 -0.25652 -2.73563  C4 1.088
12 N -0.91408 -0.70034 -2.64673  C4 1.464, C7 1.457, H10 1.016
13 C -0.36443 0.03483 1.00744  C8 1.206, C16 1.468
14 H -0.41820 1.13754 -1.56290  C7 1.090
15 H -2.16945 -0.02759 -0.08791  C16 1.098
16 C -1.14107 -0.40430 -0.15886  H3 1.097, C7 1.515, C13 1.468, H15 1.098

Computed properties:
- max |F| (Eh/bohr) = 0.00988
- SMILES = CC#CC[C@H]1CN1
- ΔE to the lowest compared entry with this formula, charge and spin (kJ/mol) = 270.1
- 2S+1 = 1
- net charge = 0
- HOMO (eV) = -9.39
- LUMO level (eV) = 1.04
- gap between HOMO and LUMO (eV) = 10.426
- DFT total energy (hartree) = -288.67915

# 5
Molecular formula: C6H9N
Method: DFT, ωB97M-V/def2-TZVPD

Last columns: bonded neighbours and bond lengths (Å).
Atoms and positions in Å:
1 H 0.28627 2.63171 0.08958  C11 1.098
2 H -1.13332 2.21909 1.05573  C11 1.093
3 N -0.12363 -1.46366 -0.92115  C5 1.360, H12 1.010, C15 1.397
4 C -0.35368 0.58817 -0.08257  C5 1.387, C10 1.402, C11 1.493
5 C 0.19061 -0.66876 0.13718  N3 1.360, C4 1.387, C9 1.493
6 H 1.95529 -1.60113 0.92731  C9 1.097
7 H 0.47625 1.68825 1.57239  C11 1.093
8 H 1.24311 -0.36644 1.97523  C9 1.093
9 C 1.00798 -1.17545 1.27919  C5 1.493, H6 1.097, H8 1.093, H16 1.095
10 C -1.07525 0.47507 -1.27988  C4 1.402, H13 1.085, C15 1.398
11 C -0.16876 1.84338 0.70393  H1 1.098, H2 1.093, C4 1.493, H7 1.093
12 H 0.11830 -2.44268 -0.97536  N3 1.010
13 H -1.61143 1.24800 -1.82111  C10 1.085
14 H -0.36577 -0.23053 -2.64491  C15 1.119
15 C -0.92103 -0.79161 -1.85148  N3 1.397, C10 1.398, H14 1.119
16 H 0.47507 -1.95340 1.83592  C9 1.095

Computed properties:
- max |F| (Eh/bohr) = 0.04132
- SMILES = Cc1cc[nH]c1C
- ΔE to the lowest compared entry with this formula, charge and spin (kJ/mol) = 191.0
- 2S+1 = 1
- net charge = 0
- HOMO (eV) = -7.95
- LUMO level (eV) = 0.99
- gap between HOMO and LUMO (eV) = 8.936
- DFT total energy (hartree) = -288.70929

# 6
Molecular formula: C6H9N
Method: DFT, ωB97M-V/def2-TZVPD

Last columns: bonded neighbours and bond lengths (Å).
Atoms and positions in Å:
1 H -0.74454 -2.57403 -0.19908  C5 1.091
2 H 3.17578 0.48693 -0.12640  C4 1.081
3 H -1.72844 0.91584 1.10362  C15 1.096
4 C 2.11233 0.29831 -0.17305  H2 1.081, N11 1.380, C13 1.361
5 C -1.04735 -1.57208 0.10981  H1 1.091, H6 1.096, C8 1.494, H9 1.096
6 H -1.92757 -1.32355 -0.49416  C5 1.096
7 H -1.79353 2.30969 -0.09037  C15 1.071
8 C 0.06854 -0.59188 -0.04844  C5 1.494, C13 1.410, C16 1.387
9 H -1.36828 -1.62756 1.15621  C5 1.096
10 H 1.44117 2.28774 -0.25429  N11 1.003
11 N 1.18402 1.31928 -0.21101  C4 1.380, H10 1.003, C16 1.359
12 H 1.88836 -1.83567 0.22093  C13 1.079
13 C 1.44851 -0.88064 -0.02195  C4 1.361, C8 1.410, H12 1.079
14 H -1.22704 0.66731 -0.99679  C15 1.330
15 C -1.41880 1.33283 0.13869  H3 1.096, H7 1.071, H14 1.330, C16 1.483
16 C -0.06317 0.78747 -0.11370  C8 1.387, N11 1.359, C15 1.483

Computed properties:
- max |F| (Eh/bohr) = 0.08136
- SMILES = Cc1cc[nH]c1C
- ΔE to the lowest compared entry with this formula, charge and spin (kJ/mol) = 293.6
- 2S+1 = 1
- net charge = 0
- HOMO (eV) = -7.23
- LUMO level (eV) = 0.90
- gap between HOMO and LUMO (eV) = 8.127
- DFT total energy (hartree) = -288.67022

> What is the formula in the second record?

C6H9N